Here is a cluster of 2 separate species, C2H8N2S2 in total from the OMol25 dataset. Energies are from the ωB97M-V functional and the def2-TZVPD basis.

```
14
Properties=species:S:1:pos:R:3:lowdin_charge:R:1
N 1.697 0.131 2.142 -0.006
C 1.847 -0.094 0.733 -0.276
C 2.154 0.888 -0.120 -0.230
N 2.205 0.733 -1.512 0.032
H 2.548 -0.146 2.624 0.066
H 0.976 -0.457 2.539 0.061
H 1.601 -1.075 0.326 0.103
H 2.623 1.796 0.245 0.116
H 1.977 1.607 -1.964 0.075
H 1.607 0.005 -1.872 0.075
S -2.065 -1.363 -0.510 0.228
S -1.716 0.633 0.000 0.241
H -2.039 -1.150 -1.813 -0.236
H -0.430 0.475 0.403 -0.251
```

Output
E_LUMO: 0.343 eV
multiplicity: 1
gap between HOMO and LUMO: 8.478 eV

=====

Here is a cluster of 2 separate species, C2H8N3 in total from the OMol25 dataset. Energies are from the ωB97M-V functional and the def2-TZVPD basis.

```
13
Properties=species:S:1:pos:R:3:lowdin_charge:R:1
C 0.359 1.298 -0.793 -0.182
C -0.947 -1.456 0.551 -0.069
N 1.376 0.681 -1.301 0.180
N -0.216 0.778 0.270 -0.038
N 0.102 -0.499 0.815 -0.115
H 0.074 2.312 -1.076 0.159
H -1.956 -1.037 0.800 0.106
H -0.992 -1.676 -0.514 0.092
H -0.520 -2.227 1.087 0.072
H 1.965 0.767 -2.155 0.174
H -1.054 1.608 1.166 0.370
H 1.567 -0.099 -0.646 0.131
H 0.242 -0.451 1.796 0.121
```

Output
E_LUMO: -4.754 eV
total charge: +1
multiplicity: 1
gap between HOMO and LUMO: 9.914 eV

=====

Here is the ion C2H8N3 with charge +1 from the OMol25 dataset. Energies are from the ωB97M-V functional and the def2-TZVPD basis.

```
13
Properties=species:S:1:pos:R:3:lowdin_charge:R:1
C -0.563 1.207 1.218 -0.043
N 0.453 0.621 0.399 0.066
C 0.269 -0.341 -0.474 -0.386
N 1.286 -0.973 -1.060 0.167
N -0.959 -0.976 -0.672 0.224
H -0.195 2.122 1.753 0.129
H -1.068 0.587 1.928 0.091
H -1.372 1.492 0.547 0.101
H 1.336 0.774 0.755 0.137
H 2.337 -1.076 -0.884 0.185
H 1.125 -1.309 -1.998 0.121
H -1.073 -1.441 -1.540 0.123
H -1.576 -0.686 0.028 0.086
```

Output
E_LUMO: -3.377 eV
total charge: +1
multiplicity: 1
gap between HOMO and LUMO: 11.890 eV

=====

Here is a cluster of 2 separate species, C2H8N3O in total from the OMol25 dataset. Energies are from the ωB97M-V functional and the def2-TZVPD basis.

```
14
Properties=species:S:1:pos:R:3:lowdin_charge:R:1
C 1.688 0.010 0.340 -0.066
C -2.530 0.212 -0.124 -0.226
N 2.872 0.499 0.019 0.224
N -1.641 -0.007 0.806 0.096
N 0.802 -0.506 -0.510 -0.077
O -0.188 -1.267 -0.161 -0.043
H 1.241 0.231 1.368 0.194
H -3.245 0.993 0.107 0.129
H -2.055 0.789 -0.905 0.094
H -2.975 -0.726 -0.580 0.128
H 3.581 0.776 0.654 0.140
H 3.141 0.476 -0.872 0.078
H -1.810 -0.867 1.384 0.116
H 1.121 -0.613 -1.527 0.213
```

Output
E_LUMO (spin up / spin down): -6.104 / -4.871 eV
total charge: +1
multiplicity: 1
gap between HOMO and LUMO (spin up / spin down): 7.221 / 9.361 eV

=====

Here is a cluster of 2 separate species, C2H8N3O in total from the OMol25 dataset. Energies are from the ωB97M-V functional and the def2-TZVPD basis.

```
14
Properties=species:S:1:pos:R:3:lowdin_charge:R:1
C -0.827 0.769 -0.156 -0.065
C -2.036 0.190 0.493 -0.001
N 0.286 0.482 0.329 -0.032
N 2.365 -1.102 -1.837 0.081
N 0.379 -0.486 1.319 0.089
O 1.805 -0.046 -1.906 -0.054
H -0.691 1.412 -1.051 0.171
H -2.819 0.055 -0.258 0.105
H -2.296 0.790 1.417 0.139
H -1.630 -0.764 0.688 0.067
H 1.140 0.892 0.001 0.149
H 2.947 -1.331 -2.579 0.045
H 1.428 -0.726 1.339 0.163
H -0.051 -0.135 2.200 0.142
```

Output
E_LUMO: -4.361 eV
total charge: +1
multiplicity: 1
gap between HOMO and LUMO: 9.207 eV

=====

Here is a cluster of 2 separate species, C2H8N3O in total from the OMol25 dataset. Energies are from the ωB97M-V functional and the def2-TZVPD basis.

```
14
Properties=species:S:1:pos:R:3:lowdin_charge:R:1
C -0.953 -2.699 0.733 0.133
C 1.077 -2.682 2.486 -0.344
N 0.788 -3.345 3.569 0.186
N 1.948 -2.062 1.973 0.300
N -0.424 4.724 -3.802 -0.009
O -0.588 -2.683 1.901 0.036
H -0.412 -2.176 -0.018 0.115
H -1.955 -2.928 0.479 0.116
H -0.926 3.844 -3.982 0.006
H 1.445 -3.374 4.356 0.162
H 2.318 -1.259 1.521 0.122
H -0.214 -3.642 3.759 0.174
H -0.701 5.326 -3.025 0.011
H 0.535 4.413 -3.888 -0.007
```

Output
E_LUMO: -5.505 eV
total charge: +1
multiplicity: 1
gap between HOMO and LUMO: 5.767 eV

=====

Here is a cluster of 2 separate species, C2H8N3O2PS2 in total from the OMol25 dataset. Energies are from the ωB97M-V functional and the def2-TZVPD basis.

```
18
Properties=species:S:1:pos:R:3:lowdin_charge:R:1
N -2.661 -2.852 -1.365 -0.419
S -1.637 -2.032 -2.470 0.561
P -0.559 -1.041 -0.939 0.154
O 0.761 -0.573 -1.376 -0.472
S -1.608 0.632 -0.152 0.570
N -0.582 1.858 -0.753 -0.398
H -2.538 -3.855 -1.452 0.021
H -3.633 -2.622 -1.539 0.019
H -0.621 -2.010 0.044 -0.020
H 0.362 1.491 -0.842 -0.009
H -0.888 2.162 -1.669 0.019
C 2.341 2.133 1.822 -0.049
C 1.789 0.808 1.750 -0.039
N 1.273 -0.222 1.726 -0.135
O 0.760 -1.302 1.687 -0.054
H 3.307 2.168 1.320 0.086
H 1.662 2.838 1.342 0.081
H 2.473 2.421 2.866 0.086
```

Output
E_LUMO: 0.363 eV
multiplicity: 1
gap between HOMO and LUMO: 9.143 eV

=====

Here is a structure of composition C2H8N3OS from the OMol25 dataset. Energies are from the ωB97M-V functional and the def2-TZVPD basis.

```
15
Properties=species:S:1:pos:R:3:lowdin_charge:R:1
C -1.777 -0.134 -0.044 -0.429
C 2.905 0.403 -0.297 -0.053
N -2.577 0.829 -0.485 0.223
N -0.555 0.107 0.408 0.013
N 0.255 -0.971 0.759 -0.531
O -2.153 -1.403 -0.092 0.151
S 1.413 -1.445 -0.327 0.836
H 2.775 0.954 0.744 0.081
H 2.721 1.047 -1.044 -0.042
H 3.820 0.012 -0.464 -0.037
H -2.184 1.762 -0.798 0.176
H -3.454 0.606 -0.982 0.160
H -0.187 0.984 0.707 0.165
H 0.233 -0.896 1.772 0.130
H -1.234 -1.854 0.143 0.155
```

Output
E_LUMO: -3.734 eV
total charge: +1
multiplicity: 1
gap between HOMO and LUMO: 9.780 eV

=====

Here is a cluster of 2 separate species, C2H8N3P2 in total from the OMol25 dataset. Energies are from the ωB97M-V functional and the def2-TZVPD basis.

```
15
Properties=species:S:1:pos:R:3:lowdin_charge:R:1
C -1.354 -0.482 0.696 -0.238
C -0.052 -2.584 0.412 -0.025
N 3.223 1.203 -0.439 -0.275
N -1.636 0.776 0.457 -0.255
N -0.321 -1.112 0.288 -0.134
P 1.950 0.685 -1.039 0.958
P -0.887 1.869 -0.756 0.800
H 0.550 -2.838 -0.501 0.101
H -0.988 -2.992 0.628 0.066
H 0.685 -2.630 1.229 0.090
H 3.793 2.035 -0.162 0.069
H -2.513 1.062 0.799 0.069
H 0.465 -0.587 -0.312 -0.049
H -2.037 2.513 -1.259 -0.080
H -0.879 3.081 -0.041 -0.096
```

Output
E_LUMO (spin up / spin down): -6.041 / -6.257 eV
total charge: +1
multiplicity: 1
gap between HOMO and LUMO (spin up / spin down): 6.033 / 5.440 eV

=====

Here is a structure of composition C2H8N3S from the OMol25 dataset. Energies are from the ωB97M-V functional and the def2-TZVPD basis.

```
14
Properties=species:S:1:pos:R:3:lowdin_charge:R:1
C 0.521 -0.565 0.253 -0.716
C -0.908 -0.663 0.025 -0.346
N 1.379 1.210 -1.084 0.097
N 1.489 0.209 -0.142 0.004
N -1.469 -1.054 -1.118 0.139
S 0.351 -1.969 1.144 0.936
H -0.736 0.887 2.315 0.018
H -1.582 -0.256 0.772 0.100
H 0.427 1.546 -1.189 0.113
H 2.029 1.970 -0.919 0.120
H 2.444 -0.033 0.116 0.187
H -0.607 1.475 2.815 0.079
H -0.901 -1.407 -1.875 0.134
H -2.435 -1.350 -1.114 0.134
```

Output
E_LUMO: -4.408 eV
total charge: +1
multiplicity: 1
gap between HOMO and LUMO: 9.034 eV

=====

Here is a structure of composition C2H8N3S from the OMol25 dataset. Energies are from the ωB97M-V functional and the def2-TZVPD basis.

```
14
Properties=species:S:1:pos:R:3:lowdin_charge:R:1
C -0.512 -0.211 0.482 -0.516
C 0.334 -0.381 -0.710 -0.165
N 1.115 1.169 1.473 0.059
N 0.027 0.316 1.602 -0.134
N -0.250 -1.121 -1.899 0.149
S -1.343 1.266 -0.790 0.582
H -1.322 -0.850 0.666 0.101
H 1.410 -0.036 -0.565 0.153
H 0.892 2.151 1.409 0.101
H 1.619 0.951 2.297 0.093
H -0.710 0.374 2.285 0.151
H -0.927 -0.407 -2.282 0.079
H -0.894 -1.868 -1.532 0.192
H 0.562 -1.354 -2.436 0.156
```

Output
E_LUMO (spin up / spin down): -5.155 / -5.154 eV
total charge: +1
multiplicity: 1
gap between HOMO and LUMO (spin up / spin down): 7.908 / 7.908 eV

=====

Here is a structure of composition C2H8N4 from the OMol25 dataset. Energies are from the ωB97M-V functional and the def2-TZVPD basis.

```
14
Properties=species:S:1:pos:R:3:lowdin_charge:R:1
C -2.074 0.771 0.412 -0.044
N 1.266 0.792 -0.926 -0.005
C -0.746 0.172 0.034 -0.528
N 2.231 -0.592 -0.033 0.061
N -0.452 -1.089 0.093 0.072
N 0.231 1.085 -0.214 -0.085
H 1.035 0.124 -1.684 0.078
H 2.627 -0.159 0.790 0.074
H 2.935 -1.039 -0.605 0.073
H 1.380 -1.172 0.178 0.036
H -1.213 -1.672 0.426 0.047
H -2.275 1.662 -0.180 0.071
H -2.059 1.057 1.465 0.079
H -2.884 0.060 0.244 0.071
```

Output
E_LUMO: 0.898 eV
multiplicity: 1
gap between HOMO and LUMO: 9.521 eV

=====

ΔE to the lowest compared entry with this formula, charge and spin for every record listed, in sequence, given in eV: 0.9134; 4.4170; 1.1455; 7.2127; 6.1978; 4.6714; 2.1426; 2.2820; 3.4245; 2.4988; 3.6490; 2.8812.
F_max for every record listed, in sequence, given in eV Å⁻¹: 1.013; 6.138; 4.712; 5.922; 4.566; 2.808; 1.817; 6.204; 4.052; 1.435; 4.107; 1.299.